{
  "formula": "C4H12NO2",
  "method": "ωB97M-V with the def2-TZVPD basis set",
  "elements": ["O", "C", "C", "C", "C", "N", "H", "H", "H", "H", "H", "H", "H", "H", "H", "H", "H", "H", "O"],
  "coordinates": [[1.935, -1.993, -0.783], [1.140, -1.905, 0.109], [0.715, -0.418, 0.422], [-0.807, -0.620, 0.901], [-1.986, -0.491, -0.090], [1.110, 0.317, -0.815], [0.915, -2.846, 0.697], [1.290, -0.097, 1.357], [-0.959, -0.194, 1.939], [-0.850, -1.732, 1.236], [-2.249, -1.465, -0.594], [-2.879, -0.268, 0.470], [-1.929, 0.296, -0.835], [0.466, 0.123, -1.599], [2.130, 0.184, -1.045], [0.835, 1.256, -0.698], [0.507, 3.859, -0.769], [-0.054, 2.917, 0.306], [0.670, 3.075, -0.208]],
  "mulliken_charge": [-0.444, -0.016, 0.007, -0.494, -1.241, -0.132, 0.380, 0.318, 0.437, 0.243, 0.319, 0.356, 0.368, 0.422, 0.402, 0.106, 0.336, 0.318, -0.685],
  "charge": 1,
  "largest_force_ev_per_a": 4.18,
  "de_lowest_kj_mol": 249.81,
  "homo_energy_ev": -14.471,
  "homo_lumo_gap_ev": 10.918
}

---

{
  "formula": "C4H12NO2",
  "method": "ωB97M-V with the def2-TZVPD basis set",
  "elements": ["C", "C", "C", "C", "N", "O", "O", "H", "H", "H", "H", "H", "H", "H", "H", "H", "H", "H", "H"],
  "coordinates": [[0.262, -2.439, -1.454], [-0.539, 1.978, 0.711], [-1.391, -0.331, 0.786], [0.837, 0.001, -0.135], [-0.484, 0.600, 0.034], [1.521, 0.765, -1.085], [1.380, -0.075, 1.095], [-0.677, -2.283, -1.995], [1.087, -2.590, -2.040], [0.387, -2.717, -0.441], [-0.931, 2.615, -0.021], [-1.048, 2.059, 1.713], [0.495, 2.292, 0.855], [-2.413, -0.047, 0.685], [-1.099, -1.354, 0.518], [-1.080, -0.210, 1.871], [-0.863, 1.007, -0.840], [2.277, 0.266, -1.442], [2.279, 0.461, 1.185]],
  "mulliken_charge": [-1.201, -0.764, -0.826, 0.209, 0.061, -0.471, -0.453, 0.342, 0.422, 0.477, 0.359, 0.298, 0.314, 0.392, 0.247, 0.385, 0.433, 0.392, 0.384],
  "charge": 1,
  "spin_multiplicity": 3,
  "largest_force_ev_per_a": 3.27,
  "de_lowest_kj_mol": 89.55,
  "homo_energy_ev": [-11.855, -16.712],
  "homo_lumo_gap_ev": [8.755, 11.395],
  "s2": 2.01
}

---

{
  "formula": "C4H12NO2S",
  "method": "ωB97M-V with the def2-TZVPD basis set",
  "elements": ["C", "O", "C", "C", "C", "S", "N", "H", "H", "H", "H", "H", "H", "H", "H", "H", "H", "H", "H", "O"],
  "coordinates": [[-0.762, -0.061, 1.079], [-0.179, 0.690, 2.055], [0.154, -0.235, -0.182], [-0.399, 0.447, -1.452], [-0.354, -0.417, -2.712], [1.305, -1.110, -3.048], [1.522, 0.227, 0.060], [-1.041, -1.079, 1.431], [-1.751, 0.310, 0.740], [0.237, -1.297, -0.376], [-1.397, 0.813, -1.245], [0.273, 1.253, -1.678], [-0.780, 0.170, -3.531], [-0.974, -1.313, -2.623], [1.916, -0.526, -1.990], [1.548, 1.240, -0.008], [1.651, 0.123, 1.064], [-0.279, 0.769, 4.772], [-0.304, 0.084, 3.281], [-0.386, -0.088, 4.364]],
  "mulliken_charge": [-0.544, -0.879, 0.303, -0.946, -0.650, -0.292, -0.705, 0.221, 0.140, 0.316, 0.403, 0.304, 0.402, 0.329, 0.183, 0.219, 0.315, 0.218, 0.492, -0.828],
  "charge": -1,
  "largest_force_ev_per_a": 1.31,
  "de_lowest_kj_mol": 81.90,
  "homo_energy_ev": -3.919,
  "homo_lumo_gap_ev": 7.090
}

---

{
  "formula": "C4H12NO3",
  "method": "ωB97M-V with the def2-TZVPD basis set",
  "elements": ["C", "O", "C", "C", "C", "O", "N", "H", "H", "H", "H", "H", "H", "H", "H", "H", "H", "H", "H", "O"],
  "coordinates": [[-1.072, 1.434, 1.270], [-1.717, 2.564, 0.578], [-0.049, 0.522, 0.514], [-0.324, -0.964, 1.107], [-0.027, -2.086, 0.043], [1.105, -1.764, -0.646], [1.278, 1.070, 0.538], [-0.579, 1.886, 2.129], [-1.921, 0.778, 1.688], [-0.840, 3.074, 0.435], [-0.411, 0.479, -0.601], [0.367, -1.244, 2.000], [-1.357, -1.077, 1.249], [0.161, -3.030, 0.480], [-0.879, -2.264, -0.653], [1.909, 0.452, -0.005], [1.604, 1.011, 1.486], [-0.021, -0.233, -2.885], [1.057, -1.043, -2.091], [0.712, -0.765, -3.008]],
  "mulliken_charge": [-0.682, -0.577, 0.688, -0.587, -0.724, -0.887, -0.728, 0.310, 0.280, 0.323, -0.105, 0.201, 0.306, 0.356, 0.227, 0.375, 0.277, 0.261, 0.396, -0.713],
  "charge": -1,
  "largest_force_ev_per_a": 3.62,
  "de_lowest_kj_mol": 157.79,
  "homo_energy_ev": -3.220,
  "homo_lumo_gap_ev": 6.865
}

---

{
  "formula": "C4H12NO3",
  "method": "ωB97M-V with the def2-TZVPD basis set",
  "elements": ["C", "C", "C", "O", "N", "C", "O", "H", "H", "H", "H", "H", "H", "H", "H", "H", "H", "H", "H", "O"],
  "coordinates": [[-0.235, -0.253, -0.653], [-0.705, -1.719, -0.618], [-0.628, -2.283, 0.815], [-1.281, -1.511, 1.773], [-1.081, 0.738, -0.059], [-0.291, 1.925, 0.342], [0.691, 2.284, -0.511], [0.760, -0.270, -0.195], [0.094, -0.081, -1.684], [-1.674, -1.917, -1.090], [-0.085, -2.277, -1.330], [-0.817, -3.360, 0.813], [0.470, -2.277, 0.966], [-1.019, -0.595, 1.609], [-1.863, 0.940, -0.663], [-0.890, 2.824, 0.480], [0.100, 1.653, 1.345], [2.033, 1.962, -0.466], [3.338, 2.570, -0.512], [3.083, 1.648, -0.361]],
  "mulliken_charge": [-0.752, -0.588, -0.506, -0.591, -0.267, -0.482, -0.848, 0.268, 0.417, 0.358, 0.334, 0.378, 0.239, 0.377, 0.238, 0.351, 0.197, 0.429, 0.247, -0.798],
  "charge": -1,
  "largest_force_ev_per_a": 2.72,
  "de_lowest_kj_mol": 103.96,
  "homo_energy_ev": -3.661,
  "homo_lumo_gap_ev": 7.454
}

---

{
  "formula": "C4H12NO3",
  "method": "ωB97M-V with the def2-TZVPD basis set",
  "elements": ["C", "C", "C", "C", "N", "O", "O", "O", "H", "H", "H", "H", "H", "H", "H", "H", "H", "H", "H", "H"],
  "coordinates": [[1.178, 1.682, 0.299], [-2.576, -0.558, 0.256], [1.726, 0.202, 0.097], [0.758, -0.934, 0.265], [-1.615, 0.267, -0.446], [2.275, -0.014, -1.210], [0.433, -1.724, -0.651], [0.117, -1.165, 1.342], [0.298, 1.845, 0.764], [1.161, 2.055, -0.733], [1.977, 2.197, 0.788], [-2.515, -0.446, 1.456], [-3.542, -0.134, -0.065], [-2.316, -1.693, -0.161], [2.388, 0.033, 1.009], [-1.637, 1.237, -0.173], [-1.713, 0.085, -1.412], [3.094, 0.442, -1.262], [1.028, -1.536, -1.366], [-0.519, -1.842, 1.204]],
  "mulliken_charge": [-1.301, -0.850, 0.725, 0.309, -0.385, -0.635, -0.338, -0.406, 0.349, 0.353, 0.406, 0.230, 0.386, 0.280, 0.296, 0.223, 0.210, 0.342, 0.365, 0.441],
  "charge": 1,
  "largest_force_ev_per_a": 4.76,
  "de_lowest_kj_mol": 281.09,
  "homo_energy_ev": -13.187,
  "homo_lumo_gap_ev": 9.213
}

---

Question: Which value of charge does entry 3 give?
Answer: -1